# 1
Entry from the OMol25 dataset: a cluster of 13 separate species, C5H35NO14 in total in a non-equilibrium geometry (ωB97M-V/def2-TZVPD).

**Lowest unoccupied orbital energy**: 0.1 eV
**Frontier orbital gap**: 9.81 eV
**Relative energy (zero: lowest compared OMol25 entry of this formula, charge and spin)**: 3.574 eV
**Highest occupied orbital energy**: -9.68 eV

XYZ file:
```
55
Properties=species:S:1:pos:R:3:forces:R:3
C -0.474 -0.403 -3.414 -2.8527 -1.1209 0.7759
N -1.002 -0.873 -2.203 1.3934 0.9618 -0.1790
C -2.457 -0.836 -2.017 -0.5667 -0.8346 3.3923
C 0.341 0.832 -0.677 -1.4919 -0.8760 -3.3713
C -0.082 -0.652 -1.087 -0.2515 -0.0528 3.3979
C 1.096 -1.600 -1.103 0.4156 -0.3506 -1.2650
O 0.916 -2.784 -0.312 -0.8226 -0.6928 -0.9280
O -1.222 -0.237 -4.336 -0.0111 0.5068 -1.4225
H 0.584 -0.293 -3.515 1.0651 0.1940 0.4104
H -2.978 -0.281 -2.735 -0.3274 0.3116 -1.6305
H -2.799 -0.274 -1.081 1.3620 -0.7218 -1.1098
H -2.947 -1.847 -1.825 0.8488 0.8854 -0.8246
H -0.315 1.431 -1.371 0.8863 0.0649 0.6628
H 1.397 1.045 -0.873 -0.3520 0.0797 0.3170
H -0.033 1.037 0.292 0.2248 0.1554 1.0222
H -0.571 -1.017 -0.152 -0.4067 0.4787 -0.9907
H 1.209 -1.872 -2.158 0.5895 -0.2876 0.1658
H 2.012 -1.140 -0.753 0.1031 0.1440 0.1400
H 0.450 -3.463 -0.881 0.7891 0.7159 0.6436
H 2.590 -1.534 2.377 0.8008 -0.2131 0.0864
H 2.692 -2.694 1.344 -0.3702 -0.4558 -0.3248
O 3.197 -2.017 1.782 0.0069 0.6910 0.2421
H 0.814 3.441 -1.089 0.5754 0.6735 0.8126
H 1.717 4.011 0.092 -0.4412 -0.1794 -0.4411
O 1.733 3.553 -0.760 0.0967 -0.2946 -0.3015
H -2.289 -0.228 1.030 -0.7178 -1.2220 -0.9584
H -1.263 -0.362 2.175 0.9436 -1.5059 0.4435
O -1.815 0.221 1.695 -0.2410 3.0666 0.6120
H 1.487 1.999 1.893 -0.4326 -0.0636 -0.5330
H 2.975 1.479 1.704 -0.9097 1.0323 0.1656
O 2.353 2.007 2.286 1.4777 -0.8385 0.0751
H -2.147 -2.528 1.940 -0.0560 -0.0471 -0.3930
H -1.864 -2.899 0.495 0.3066 -0.3125 -0.1740
O -2.523 -2.487 1.045 -0.5396 0.1568 0.4034
H 4.715 1.400 -0.220 0.3207 0.6640 -0.6218
H 4.830 0.159 0.642 -0.0325 -0.2771 0.1383
O 4.261 0.905 0.444 -0.4753 -0.5175 0.5874
H -4.600 0.939 -0.489 -0.0560 0.4625 -0.3357
H -3.924 2.092 -1.343 -0.3899 0.1065 -0.2430
O -3.799 1.456 -0.642 0.1893 -0.1487 0.8335
H 0.101 -2.098 1.107 -0.5505 -0.4132 0.7991
H 0.859 -1.723 2.278 -0.7947 -0.0599 0.7705
O -0.075 -1.935 2.074 1.4731 0.2868 -0.7971
H -1.442 2.031 1.596 -1.1597 -0.2644 0.4392
H -2.204 3.471 1.859 -0.4480 -0.7966 0.2450
O -1.395 2.998 1.664 1.1766 0.3926 0.0427
H -1.276 3.512 0.165 0.4802 1.3539 -0.7132
H -1.138 5.052 -0.247 0.0300 -0.2046 0.1084
O -1.058 4.155 -0.587 -0.3937 -0.7609 -0.1309
H 1.745 0.045 4.358 -1.3421 -0.2667 1.3556
H 2.590 0.528 3.373 0.5785 -0.7062 0.0074
O 2.491 -0.308 3.908 0.4862 0.9897 -1.3437
H -1.096 -3.574 -2.099 0.2594 -0.0304 -0.8254
H 0.075 -3.671 -3.145 -0.2548 0.2904 -0.0962
O -0.441 -4.169 -2.505 -0.1914 -0.1490 0.8584
```
Positions in Å, forces in eV/Å.

These are the natural (NBO) partial charges, in e, on atoms 1 to 8: 0.52 -0.49 -0.44 -0.64 -0.10 -0.09 -0.78 -0.58



# 2
Entry from the OMol25 dataset: a cluster of 29 separate species, C6H72NO30 in total in a non-equilibrium geometry (ωB97M-V/def2-TZVPD).

**Lowest unoccupied orbital energy**: -2.7 eV
**Total charge**: +1
**Frontier orbital gap**: 8.89 eV
**Relative energy (zero: lowest compared OMol25 entry of this formula, charge and spin)**: 3.558 eV
**Highest occupied orbital energy**: -11.56 eV

XYZ file:
```
109
Properties=species:S:1:pos:R:3:forces:R:3
C -1.758 -2.067 3.452 0.2507 -2.2557 3.4220
O -0.583 -1.216 3.303 -2.2986 -1.7429 -3.1371
C -0.058 -1.396 1.980 2.1340 4.2922 1.7928
C -0.282 -0.128 1.135 -1.3599 1.1482 0.7889
N 0.372 -0.214 -0.144 0.6342 -2.1480 -3.1573
H 1.362 -0.428 -0.038 1.0680 -0.3272 1.1993
H 0.072 -0.988 -0.783 -0.4230 -0.4063 1.3038
C 0.389 0.864 -1.122 -2.6786 2.7918 0.3718
C 1.241 0.630 -2.310 3.7805 7.7406 4.8635
O 1.444 1.889 -3.049 -0.8502 -1.9606 0.8912
C 0.438 2.058 -4.033 -4.1599 -2.6199 2.0302
H -1.413 -3.178 3.374 -0.7714 2.0311 -0.2999
H -2.763 -1.912 3.039 1.0194 0.6851 -1.5734
H -2.107 -1.968 4.534 1.1593 -0.0242 -0.8187
H -0.429 -2.212 1.525 -1.7333 -2.7633 -1.6657
H 0.996 -1.523 2.037 1.0290 -0.3920 0.4645
H -0.136 0.931 1.432 1.1792 -0.8402 1.1210
H -1.339 -0.023 1.114 -1.4209 -0.3808 -1.2704
H 0.765 1.769 -0.553 -0.7263 -0.6554 -0.9954
H -0.675 0.965 -1.544 1.2223 0.4893 1.1843
H 1.065 -0.093 -2.840 -3.6927 -7.3658 -6.5519
H 2.163 0.183 -2.003 1.6964 0.9200 0.7360
H -0.507 2.743 -3.812 1.9864 -1.5943 0.3582
H 0.101 1.047 -4.541 0.1010 1.4918 1.7470
H 0.833 2.425 -4.845 2.6804 2.8400 -4.0686
O -0.077 -0.180 5.310 0.1862 1.4399 0.3404
H -0.567 -0.189 4.455 0.3452 -0.1139 1.0466
H 0.681 0.366 5.009 -0.5674 -0.7665 0.5828
O 2.076 0.295 -6.304 -2.4096 -1.4330 1.4014
H 2.541 1.065 -6.388 0.9541 4.8193 0.9162
H 2.692 -0.060 -6.880 1.4534 -3.3120 -2.2832
O 1.876 1.107 3.847 -0.3487 -0.4149 -0.9172
H 1.438 1.928 3.732 -1.3101 1.1847 -1.1178
H 2.295 1.358 4.634 1.7684 -0.1559 2.2880
O -0.885 5.583 -4.460 0.7205 -0.2396 1.7066
H -0.963 4.799 -4.992 -0.2135 -0.3943 -0.7664
H -0.428 5.228 -3.650 -0.4816 0.8124 -0.9194
O 2.931 -3.418 2.089 0.7044 1.8437 -0.8946
H 3.377 -4.260 2.005 -0.0952 -0.1766 -0.0527
H 2.654 -3.395 3.043 0.0638 -0.1083 -2.0487
O -1.739 3.527 -6.271 -0.9707 -0.6587 -1.0036
H -2.624 3.731 -6.719 2.0715 -0.6518 0.5752
H -1.278 2.780 -6.738 -1.0285 1.1500 0.2372
O 3.711 -0.832 3.300 3.0370 -1.7903 0.3693
H 2.891 -0.432 3.463 -1.0688 1.6563 0.1305
H 4.490 -0.262 3.124 -1.4501 -0.1004 0.3802
O 4.052 -0.905 -4.330 0.1858 -0.2135 0.7762
H 3.243 -0.375 -4.482 1.0603 -0.7238 -0.9580
H 4.532 -1.296 -5.086 -1.1422 0.8187 0.2219
O -1.729 3.317 2.311 -1.9577 -0.8319 0.1796
H -2.013 3.723 1.494 0.1721 0.2228 -0.2390
H -0.820 3.460 2.429 1.7986 0.5897 -0.0095
O -4.838 -1.398 5.086 -1.2834 1.3297 -2.0037
H -5.244 -0.605 5.457 -0.0649 -0.0710 -0.1946
H -4.380 -1.752 5.797 1.3948 -1.2970 2.1625
O 3.012 -0.528 0.902 -1.6654 0.4191 -3.5580
H 3.272 0.347 1.164 0.3902 0.5384 0.6974
H 3.226 -1.198 1.508 0.7588 -1.4382 1.5649
O 3.369 2.005 1.500 2.5339 -0.4554 4.7329
H 2.838 2.649 1.159 -2.4295 2.8057 -2.7334
H 3.466 2.470 2.418 0.2933 -1.9098 -2.1122
O -3.909 0.127 1.916 2.5983 2.4795 -0.4489
H -3.732 0.671 2.707 -0.4132 -0.5906 -0.4638
H -4.577 -0.471 2.090 -2.1246 -1.7733 0.8864
O 2.057 -4.570 3.852 -2.6560 -0.6522 1.8282
H 1.192 -4.261 4.281 1.7717 -0.6944 -0.2021
H 2.761 -4.171 4.349 0.2927 -0.1521 1.2413
O -0.474 -2.557 -1.456 -1.0254 1.2524 -0.0477
H 0.235 -3.097 -1.170 1.3559 -1.1822 0.1526
H -0.505 -2.504 -2.409 0.5207 -0.5429 -0.4915
O -2.973 -3.533 0.564 -0.0383 0.8965 -1.0210
H -2.846 -2.895 -0.209 -0.8181 -1.0935 1.5100
H -3.930 -3.707 0.639 0.7341 0.2701 -0.3475
O -0.620 -5.850 4.597 0.6668 5.2365 -0.5764
H -1.194 -6.543 4.467 -2.1793 -2.4658 -0.5142
H -1.141 -5.007 4.269 1.3358 -2.8004 1.1641
O 2.830 -2.282 -1.697 -1.5522 -4.0363 -3.1666
H 3.552 -2.692 -2.261 -2.0178 -0.6407 -0.2007
H 3.473 -1.746 -1.421 3.2737 4.7910 3.4052
O -2.975 -1.508 -1.572 2.7173 -1.4102 -0.5191
H -2.027 -1.867 -1.699 -2.7296 0.6387 0.6014
H -2.885 -0.617 -1.927 -0.5919 0.4010 0.2255
O 0.221 4.789 -1.791 -0.1271 -8.6508 -6.6201
H -0.638 4.430 -1.632 -1.3941 -0.4911 0.1749
H 0.339 5.448 -1.307 1.3883 9.2002 6.4691
O -0.372 -1.242 -5.593 0.2655 -1.5576 2.3291
H 0.468 -0.813 -5.615 1.1450 1.3295 -1.1824
H -0.088 -1.785 -4.799 -1.3314 0.1944 -1.2618
O 2.217 4.041 0.115 3.9286 1.5240 3.6526
H 2.707 4.833 -0.186 0.1870 -0.5404 0.7317
H 1.654 3.989 -0.560 -4.2653 -0.8971 -4.5089
O -2.319 3.660 -1.829 -1.1441 6.2068 -1.8278
H -3.202 4.149 -2.051 2.6755 -0.9587 0.5401
H -2.607 2.856 -1.582 -1.2129 -4.8830 1.4700
O 4.384 2.457 -1.946 2.8205 0.2989 -0.1097
H 4.708 2.955 -1.181 -0.4784 -0.3391 -0.2575
H 3.468 2.367 -1.902 -2.3821 0.0410 0.2973
O -3.845 -4.386 4.178 4.6930 5.1015 3.1955
H -4.458 -4.755 3.669 -4.1439 -2.1111 -3.4946
H -3.795 -3.373 3.988 -0.6285 -3.0411 0.3414
O -3.186 1.082 -1.873 -3.0427 -0.0949 6.6026
H -4.087 1.416 -1.434 2.8777 -1.5057 -1.4389
H -3.168 1.396 -2.708 0.0804 1.6252 -5.0940
O -3.009 1.785 -4.418 -1.0811 2.0038 -0.2296
H -3.731 2.468 -4.353 0.4535 -1.2967 -0.0321
H -2.382 2.390 -4.866 0.3296 -0.5767 -0.0035
O 0.585 -2.983 5.743 0.2966 1.2832 0.0657
H 0.170 -2.098 5.464 1.3520 -1.2183 0.9332
H 1.388 -2.811 6.313 -1.6126 0.0964 -0.9912
```
Positions in Å, forces in eV/Å.

These are the Mulliken partial charges, in e, on atoms 1 to 8: -0.34 0.05 -0.43 -0.50 1.54 -0.20 -0.09 1.14



# 3
Entry from the OMol25 dataset: a cluster of 4 separate species, C6H16O4 in total in a non-equilibrium geometry (ωB97M-V/def2-TZVPD).

**Lowest unoccupied orbital energy**: 0.7 eV
**Frontier orbital gap**: 9.79 eV
**Structure (SMILES)**: C/C=C/CCC=O.O.O.O
**Relative energy (zero: lowest compared OMol25 entry of this formula, charge and spin)**: 2.911 eV
**Highest occupied orbital energy**: -9.05 eV

XYZ file:
```
26
Properties=species:S:1:pos:R:3:forces:R:3
C 0.317 1.479 2.570 0.4132 0.4683 3.5791
C -0.139 1.139 1.240 -0.6828 2.5891 -2.2056
C -0.333 2.050 0.240 0.9255 -0.5612 1.6711
C -1.199 1.854 -0.946 -1.8582 -1.6148 -0.0573
C -0.914 0.573 -1.785 -0.1535 -0.1255 0.3829
C 0.201 0.860 -2.716 4.1877 -2.8472 -0.2064
O 1.208 0.070 -2.822 -3.8251 3.3560 -0.0015
H 1.286 2.024 2.563 -0.6931 -0.0812 0.2237
H 0.443 0.592 3.284 0.1024 0.8770 -1.2481
H -0.492 2.078 3.159 1.4499 -0.6111 -1.1763
H -0.521 0.173 1.175 -0.8154 -1.0599 -0.9369
H 0.145 3.056 0.290 -0.4740 -0.7488 0.4317
H -1.139 2.714 -1.595 -0.0425 0.3147 -0.3006
H -2.314 1.737 -0.672 1.6555 0.5068 -0.0006
H -1.814 0.412 -2.380 -0.0567 -0.1525 -0.2176
H -0.723 -0.367 -1.198 -0.0916 1.0909 -0.4456
H 0.160 1.862 -3.253 0.2174 -1.0649 0.2414
O 0.488 -3.060 1.396 0.0201 -1.5797 0.0157
H 0.419 -2.145 1.154 0.1109 0.4033 -0.4557
H 0.717 -3.489 0.545 -0.1819 0.5363 0.8598
O 1.890 -1.795 -0.298 -3.0837 1.2572 -0.7368
H 2.657 -2.087 0.089 2.9487 -1.0666 1.1102
H 1.972 -1.714 -1.235 0.4107 0.3057 -0.9551
O -1.781 -1.413 1.929 1.6681 1.6951 -0.8042
H -1.975 -1.916 2.689 -0.4940 -1.1778 1.3277
H -0.865 -1.075 2.129 -1.6575 -0.7093 -0.0949
```
Positions in Å, forces in eV/Å.

These are the natural (NBO) partial charges, in e, on atoms 1 to 8: -0.66 -0.16 -0.20 -0.43 -0.51 0.43 -0.56 0.23



# 4
Entry from the OMol25 dataset: a structure of composition AsF6H20O10 in a non-equilibrium geometry (ωB97M-V/def2-TZVPD).

**Lowest unoccupied orbital energy**: 2.2 eV
**Total charge**: -1
**Frontier orbital gap**: 10.07 eV
**Relative energy (zero: lowest compared OMol25 entry of this formula, charge and spin)**: 1.029 eV
**Highest occupied orbital energy**: -7.90 eV

XYZ file:
```
37
Properties=species:S:1:pos:R:3:forces:R:3
As 0.191 0.046 0.112 0.9479 -0.0179 -0.5738
F 0.083 1.717 0.697 0.2309 -1.5788 -0.3690
F -1.446 0.300 -0.572 1.1981 -0.4406 0.9177
F 0.168 -1.629 -0.545 0.2496 1.6508 0.7781
F 1.828 -0.139 0.850 -2.3003 0.1253 -1.0631
F -0.621 -0.595 1.590 0.8045 0.4166 -1.0308
F 0.890 0.659 -1.460 -1.0759 -1.3741 2.0712
O -2.013 0.276 -3.062 -0.0723 -0.1914 -0.8057
H -2.966 0.258 -3.152 -0.1639 -0.0097 -0.1341
H -1.863 0.514 -2.147 0.1855 0.0898 0.1933
O 3.957 -2.482 1.394 0.2665 -0.0613 0.2416
H 4.176 -1.984 0.607 -0.0470 0.2416 -0.1665
H 3.551 -3.284 1.065 -0.2549 -0.1728 -0.0162
O -0.849 1.306 3.560 -0.1519 0.2637 0.2213
H -0.632 0.417 3.278 0.0728 -0.1959 -0.3218
H -0.478 1.377 4.439 0.0749 0.1247 0.2010
O 1.704 0.856 -4.687 -0.0176 0.4892 -0.4304
H 1.475 0.146 -4.088 -0.1145 -0.5469 0.3902
H 2.649 0.767 -4.814 0.1718 0.0266 0.0413
O -0.374 4.250 1.541 0.1016 0.6159 0.0684
H -0.019 3.366 1.447 0.0223 -0.2183 0.0298
H -1.265 4.118 1.864 -0.1963 -0.1112 0.0749
O 0.249 -4.014 1.997 0.3345 -0.2096 0.2070
H -0.311 -4.656 1.560 -0.1707 -0.0961 -0.1099
H -0.269 -3.209 2.005 -0.1344 0.3222 -0.1624
O -3.345 1.932 0.414 -0.4990 0.4463 0.1769
H -2.402 1.774 0.452 0.2442 -0.0366 -0.0243
H -3.712 1.113 0.079 0.0278 -0.1738 -0.0254
O 0.935 -1.593 -3.255 0.4027 -0.2322 -0.6051
H 1.070 -1.804 -2.331 -0.0602 0.0737 0.2976
H 0.027 -1.294 -3.303 -0.5024 0.1757 0.0531
O 2.280 2.821 -1.791 0.5661 0.6640 -0.2239
H 1.683 2.085 -1.926 -0.0806 -0.0693 -0.0963
H 2.288 2.952 -0.843 -0.0720 0.0150 0.1984
O -2.561 -2.300 3.012 -0.2393 -0.3181 0.0367
H -1.824 -2.440 3.607 0.1555 -0.0351 0.2114
H -2.256 -1.624 2.407 0.0960 0.3487 -0.2511
```
Positions in Å, forces in eV/Å.

These are the natural (NBO) partial charges, in e, on atoms 1 to 8: 2.81 -0.63 -0.64 -0.62 -0.59 -0.66 -0.63 -0.96



# 5
Entry from the OMol25 dataset: a structure of composition C4H7NO in a non-equilibrium geometry (ωB97M-V/def2-TZVPD).

**Lowest unoccupied orbital energy**: 0.8 eV
**Frontier orbital gap**: 10.24 eV
**Relative energy (zero: lowest compared OMol25 entry of this formula, charge and spin)**: 2.778 eV
**Highest occupied orbital energy**: -9.45 eV

XYZ file:
```
13
Properties=species:S:1:pos:R:3:forces:R:3
C 0.877 -0.653 -1.940 2.2258 0.4055 -1.2778
C 0.282 0.258 -0.923 3.3083 3.4445 -3.2851
C -0.984 0.093 -0.329 -7.8030 -2.8312 3.2640
C -0.349 0.165 1.081 -3.5619 -0.0012 0.9725
H 0.177 -0.598 -2.827 0.6240 -1.1746 1.0444
H 1.230 -1.596 -1.432 -0.8434 0.3497 -1.2856
H 1.842 -0.127 -2.419 -1.8077 -1.2389 1.3281
H 0.439 1.265 -1.524 -0.7787 -1.1409 1.7720
H -1.920 0.741 -0.459 1.5057 -0.9921 -0.3748
H -1.340 -1.067 -0.117 0.6269 2.5392 -1.5623
H 1.700 -0.003 0.822 -0.2916 0.5574 -0.7833
N 0.803 0.304 0.408 4.3425 -0.5096 3.0536
O -0.839 0.010 2.221 2.4532 0.5921 -2.8658
```
Positions in Å, forces in eV/Å.

These are the natural (NBO) partial charges, in e, on atoms 1 to 8: -0.62 -0.07 -0.51 0.69 0.24 0.22 0.21 0.18



# 6
Entry from the OMol25 dataset: the molecule C5H11NO in a non-equilibrium geometry (ωB97M-V/def2-TZVPD).

**Lowest unoccupied orbital energy**: 0.9 eV
**Frontier orbital gap**: 10.14 eV
**Structure (SMILES)**: CCN(C)C(C)=O
**Relative energy (zero: lowest compared OMol25 entry of this formula, charge and spin)**: 1.207 eV
**Highest occupied orbital energy**: -9.21 eV

XYZ file:
```
18
Properties=species:S:1:pos:R:3:forces:R:3
C -0.551 0.418 -2.081 0.1590 0.0515 -2.0558
C -0.662 0.497 -0.588 0.0889 -0.5563 1.3775
N 0.349 -0.377 0.069 0.4197 -1.0708 0.0778
C 0.011 -1.804 -0.083 -2.1522 0.2656 0.5349
C 1.052 -0.136 1.241 -2.4720 0.9254 0.5597
C 0.718 1.228 1.852 1.3920 1.7787 -0.2726
O 1.584 -1.030 1.860 0.6272 0.1701 -0.1717
H 0.363 0.920 -2.533 -1.2492 -0.2134 0.7194
H -0.471 -0.618 -2.455 0.0861 0.2856 0.4845
H -1.503 0.730 -2.582 0.9205 0.3604 0.4401
H -1.680 0.173 -0.270 0.4956 -0.1137 -0.1707
H -0.583 1.495 -0.159 0.1752 0.0118 -0.5407
H 0.763 -2.559 0.121 0.4176 0.5257 -0.3683
H -0.465 -1.870 -1.064 0.4389 -0.6529 0.1264
H -0.830 -2.036 0.656 0.9086 0.2198 -0.6875
H -0.254 1.280 2.341 -0.0810 -0.5484 -0.0795
H 1.449 1.644 2.564 -0.0663 -0.9201 -0.0023
H 0.710 2.046 1.110 -0.1087 -0.5189 0.0289
```
Positions in Å, forces in eV/Å.

These are the natural (NBO) partial charges, in e, on atoms 1 to 8: -0.63 -0.22 -0.45 -0.42 0.69 -0.72 -0.60 0.22